C37H38IKN3Se | ωB97M-V/def2-TZVPD

Geometry as XYZ:
```
81
Properties=species:S:1:pos:R:3
I 0.57501 -3.75702 -3.26855
Se -0.38272 -1.25610 0.86621
K -1.19237 -0.86319 -2.27583
N 0.42395 1.45596 1.26310
N 2.12685 0.08976 1.13980
N -0.59749 1.78547 -2.21884
C 1.93498 -3.55018 2.75920
C -2.25921 -4.71921 -2.57578
C -2.61014 -3.32808 -2.55477
C 0.76992 0.16010 1.07631
C -0.55556 -6.47818 -2.87536
C 3.51276 2.68523 -1.85719
C 0.70175 2.17395 -2.09874
C 1.69026 1.17749 -2.33217
C 3.94986 1.79505 1.55034
C -4.08300 2.84085 -1.86578
C 1.73885 3.56317 1.75616
C 2.64688 1.34979 1.38872
C 2.47467 -2.19671 3.20494
C 4.12709 3.14157 1.82586
C -0.09138 1.36832 4.40827
C -4.90660 -4.10033 -2.02464
C -3.20094 -5.76533 -2.32372
C 1.21056 3.43317 -1.68930
C -3.94545 -3.09258 -2.27543
C -1.67095 4.02210 -2.54812
C -2.93315 2.08246 -1.93866
C -0.93880 1.97655 1.20876
C -1.74864 1.74788 2.47802
C 3.03835 4.00919 1.93408
C -1.66188 2.64271 -2.22929
C -1.13116 2.28976 3.77040
C -1.51525 -7.47978 -2.61619
C 2.57475 3.66907 -1.58786
C -2.83547 4.77313 -2.48494
C -4.04928 4.21031 -2.11727
C 3.51958 -1.62711 2.24678
C -2.80465 -7.12624 -2.34906
C 1.56253 2.21879 1.47320
C -0.93501 -5.16642 -2.85074
C -4.54423 -5.41592 -2.04610
C 3.04138 1.42339 -2.21834
C 2.93077 -1.10468 0.94001
H -2.78946 5.82733 -2.73790
H 0.20202 1.73519 5.39386
H 0.81576 1.28592 3.80981
H -1.94347 0.67859 2.58559
H 1.64745 -1.48707 3.30273
H 5.12946 3.52801 1.95695
H -4.31568 -2.06542 -2.23963
H 4.07135 -0.81991 2.73567
H 2.90899 4.65155 -1.26992
H -2.98845 1.00689 -1.79608
H -5.26396 -6.20484 -1.85447
H 3.74331 0.61979 -2.41741
H -0.76242 4.49667 -2.88668
H 3.21340 5.05567 2.14733
H -2.71609 2.22615 2.30210
H -5.93652 -3.82792 -1.81236
H 4.57324 2.88352 -1.77154
H 2.74263 -4.28290 2.68215
H 2.92253 -2.28875 4.19840
H -0.84795 3.04197 0.99134
H -5.02299 2.35556 -1.62808
H -3.55287 -7.88669 -2.14966
H -4.94768 4.81073 -2.05744
H -1.21712 -8.52120 -2.63348
H 0.46862 -6.75063 -3.09124
H 1.43728 -3.47998 1.79135
H 1.20084 -3.93201 3.46978
H 1.34958 0.18308 -2.60137
H 4.25132 -2.40290 1.99907
H 2.28187 -1.84339 0.47055
H 4.79355 1.12429 1.46158
H -0.69462 3.27843 3.59043
H 0.52889 4.22700 -1.42315
H 0.90031 4.24303 1.81457
H -0.49804 0.36182 4.52942
H -1.42577 1.51837 0.34851
H 3.71987 -0.84948 0.22851
H -1.93662 2.44544 4.49320
```

## Properties
Molecular weight   769.69 u
Largest force on an atom   0.25 eV Å⁻¹
Gap between HOMO and LUMO   6.08 eV
Charge   -1

***

C37H39AsCaN4STe | ωB97M-V/def2-TZVPD

Geometry as XYZ:
```
84
Properties=species:S:1:pos:R:3
Te -2.16552 0.15630 2.70173
As 2.29149 -1.16667 -0.08490
Ca -0.52020 1.26999 0.52242
S -1.43785 2.15014 -1.82096
N 1.06479 3.10694 -0.30214
N 3.29510 2.00914 0.89375
N -2.07435 4.59323 -0.99040
N 0.09146 4.07946 -0.56534
C -1.51388 -1.55248 -2.87341
C 4.35022 -5.41839 -0.11905
C 0.86254 -1.45605 -2.53121
C 3.09588 -2.93445 -0.15052
C 1.22259 -0.20789 3.87353
C 3.08583 -5.28529 -0.67097
C 0.76780 -2.54993 3.62115
C -5.30866 -0.60421 -0.28911
C -6.34509 -2.64009 -1.35501
C 4.99158 -4.30814 0.41314
C -3.55084 -0.75968 1.35465
C -0.61911 -1.45143 -0.64161
C 2.22216 3.36655 -0.78963
C -1.27700 6.83344 -1.71060
C 3.39722 2.57768 -0.30747
C -1.05325 3.68858 -1.05206
C 2.45715 -4.04692 -0.68520
C 0.67715 -1.42099 -1.14690
C -4.53270 -2.73985 0.38566
C 4.37016 -3.06949 0.39072
C 1.14249 -2.48964 2.28961
C 1.58392 -0.14372 2.53107
C 4.57236 2.52171 -1.05369
C 4.34820 1.36740 1.38099
C 5.55761 1.25639 0.71107
C -5.38151 -1.98324 -0.40717
C 2.48026 4.44737 -1.79488
C 5.66445 1.84229 -0.53730
C -4.45672 1.51818 0.67837
C 0.82015 -1.41348 4.41880
C -3.61429 -2.16064 1.25596
C -2.73963 -3.09565 2.04818
C -1.87071 5.97540 -0.60232
C -1.71406 -1.50373 -1.50563
C -0.22262 -1.53582 -3.38535
C 1.56407 -1.28343 1.73254
C -4.42324 0.02041 0.58537
H 0.43416 -3.48976 4.04035
H -2.71516 -1.49851 -1.09407
H -3.58922 1.97715 0.19316
H -1.86317 -2.59209 2.45073
H 1.11876 -3.39061 1.68678
H -2.36435 -1.59248 -3.54128
H 6.38471 0.72945 1.16439
H 1.46675 -3.95135 -1.11331
H -2.82694 4.39634 -1.63260
H 3.18319 5.18512 -1.40494
H -0.06252 -1.56386 -4.45496
H 4.21992 0.91097 2.35732
H -2.84336 6.36543 -0.29495
H 1.23706 0.68938 4.47970
H 2.92311 4.01599 -2.69350
H -2.41049 -3.92625 1.42041
H 4.88460 -2.20629 0.80098
H -6.99805 -3.34090 -0.83282
H 2.58203 -6.14668 -1.08901
H 6.58576 1.78327 -1.10208
H -0.80443 -1.44244 0.43282
H 1.91399 0.80227 2.11296
H -6.97465 -1.90364 -1.85198
H 5.98096 -4.40634 0.84085
H 4.63588 2.99288 -2.02146
H -1.00932 7.82007 -1.33250
H -3.28903 -3.52080 2.89061
H -0.37753 6.36911 -2.11299
H -5.34424 1.90484 0.17876
H -1.22192 5.98381 0.27278
H 0.52854 -1.47070 5.45857
H -1.98551 6.97141 -2.52826
H 4.83670 -6.38373 -0.10634
H -4.56841 -3.82275 0.31801
H 1.86420 -1.41165 -2.94611
H -5.81705 -3.20370 -2.12623
H 1.55594 4.94327 -2.06801
H -5.97133 0.01424 -0.88494
H -4.45500 1.85017 1.71723
```

## Properties
Molecular weight   814.41 u
Largest force on an atom   0.63 eV Å⁻¹
Gap between HOMO and LUMO   6.74 eV

***

- Which of these has the lowest gap between HOMO and LUMO?
  C37H38IKN3Se